An isolated ion of composition C3H5N2 and charge +1 in a non-equilibrium geometry, computed with ωB97M-V/def2-TZVPD.

The geometry in XYZ format:
```
10
Properties=species:S:1:pos:R:3:nbo_charge:R:1
N 0.24 -0.07 0.47 -0.683
N -0.43 2.04 0.05 -0.433
C -1.08 1.41 -0.94 0.342
C -0.66 0.03 -1.10 -0.333
C 0.23 1.24 0.85 0.340
H -0.13 -0.31 -1.96 0.285
H 0.62 1.57 1.84 0.262
H -0.10 -0.85 1.14 0.474
H 1.14 -0.39 0.25 0.448
H -1.58 -0.67 -0.95 0.297
```

Gap between HOMO and LUMO (spin up / spin down)   7.289 / 7.610 eV
HOMO level (spin up / spin down)   -14.0 / -14.2 eV
Total charge   +1
F_max   4.99 eV/Å
Electronic energy   -6159.635 eV